Record 1
Formula: C3H8Br2Si
Source: the Open Molecules 2025 dataset
Level of theory: ωB97M-V/def2-TZVPD

Atoms and positions in Å:
C  -0.88707  -0.42524  1.49771
C  -0.51199  -0.45816  -1.37913
C  2.23124  0.43826  -0.59310
Si  -1.52729  0.37509  -0.15476
Br  1.99594  2.19926  0.08670
Br  2.42957  -1.12126  0.44619
H  -0.28350  0.27625  2.20050
H  -1.73736  -0.87970  1.99072
H  -0.23585  -1.29637  1.41056
H  0.21843  -1.20887  -1.28370
H  -0.73252  -0.21266  -2.36852
H  3.04681  0.48376  -1.39927
H  -1.04515  1.65382  -0.42773
H  -2.96126  0.17582  -0.02618

Charge: 0
Frontier orbital gap (alpha / beta), Ha: 0.2914 / 0.3102
LUMO level (alpha / beta), eV: -0.81 / -0.30

Record 2
Formula: C3H8BrFSi
Source: the Open Molecules 2025 dataset
Level of theory: ωB97M-V/def2-TZVPD

Atoms and positions in Å:
C  0.21333  -0.94547  1.75974
C  -2.76523  2.21698  -1.43727
C  2.12762  -0.57597  -0.53268
F  -0.25980  -2.41834  -0.44210
Si  0.30228  -0.90021  -0.06412
Br  2.81948  1.06502  0.38275
H  -0.70595  -0.78767  2.25912
H  0.69278  -2.00812  1.96705
H  0.98943  -0.39841  2.14763
H  -3.36093  1.46529  -2.01207
H  -3.28047  3.10529  -1.38214
H  -1.86740  1.95329  -0.88410
H  2.70357  -1.46190  -0.26142
H  2.39128  -0.30976  -1.50039

Charge: 0
Frontier orbital gap (alpha / beta), Ha: 0.3021 / 0.2866
LUMO level (alpha / beta), eV: 0.17 / -1.11

E in a.u., matching the order above: -5556.4479 -3082.3861
ΔE to the lowest compared entry with this formula, charge and spin in kcal per mole, matching the order above: 155.6 93.8